w | 21
Properties=species:S:1:pos:R:3:lowdin_charge:R:1 method="wB97M-V/def2-TZVPD" e_homo_ev=-9.7 gap_ha=0.399 lumo_ev=1.148 smiles=CCCCCOC
C -3.40 0.06 -0.78 -0.1230
C -2.26 -0.31 0.17 -0.2783
C -0.89 -0.13 -0.46 -0.2487
C 0.30 -0.47 0.44 -0.1712
C 1.61 -0.25 -0.32 -0.2703
O 2.51 0.42 0.53 -0.2032
C 3.63 0.81 -0.23 -0.1181
H -4.38 -0.07 -0.31 0.0662
H -3.39 -0.56 -1.69 0.0708
H -3.34 1.11 -1.11 0.0714
H -2.32 0.30 1.08 0.1092
H -2.38 -1.35 0.49 0.1080
H -0.84 -0.72 -1.38 0.1186
H -0.76 0.92 -0.76 0.1171
H 0.20 -1.48 0.88 0.1200
H 0.35 0.22 1.30 0.1189
H 2.05 -1.19 -0.74 0.1330
H 1.53 0.42 -1.21 0.1077
H 4.32 -0.06 -0.30 0.0941
H 4.14 1.60 0.35 0.0928
H 3.24 1.07 -1.23 0.0848

***

x | 21
Properties=species:S:1:pos:R:3:lowdin_charge:R:1 method="wB97M-V/def2-TZVPD" e_homo_ev=-7.6 gap_ha=0.283 lumo_ev=0.066
C 0.56 2.09 1.06 -0.0908
C -0.08 1.45 -0.18 -0.2118
C -0.44 0.00 0.14 -0.5232
C -1.80 -0.26 0.37 0.0762
C 0.56 -0.92 0.17 -0.1834
C 0.28 -2.33 0.60 -0.1163
H 0.11 3.02 1.37 0.0657
H 1.63 2.24 0.97 0.0727
H 0.42 1.38 1.88 0.0448
H -0.95 1.94 -0.61 0.1039
H 0.68 1.45 -0.97 0.0910
H -2.55 0.42 -0.03 0.0726
H -2.16 -1.23 0.65 0.0518
H -1.01 0.21 1.86 0.2613
H 1.54 -0.65 -0.22 0.1057
H 1.13 -2.78 1.12 0.0668
H -0.11 -3.03 -0.13 0.0709
H -0.44 -2.26 1.43 0.0589
H 0.95 -0.40 -3.91 0.0378
H 0.65 -0.47 -2.44 0.0129
O 1.03 0.12 -3.10 -0.0676

***

Verdict on stability: x comes out at the bottom.

***

w | 21
Properties=species:S:1:pos:R:3:lowdin_charge:R:1 method="wB97M-V/def2-TZVPD" e_homo_ev=-8.1 gap_ha=0.314 lumo_ev=0.424
C -1.98 -0.90 -1.10 -0.1813
C -2.21 -0.79 0.37 -0.0853
C -2.74 0.54 0.77 -0.1958
C 0.66 0.33 0.90 -0.0599
C 1.63 -0.17 -0.16 -0.5149
C 2.85 0.74 -0.29 -0.0632
O 2.00 -1.48 0.24 -0.0466
H -2.76 -1.60 -1.45 0.0891
H -1.04 -1.44 -1.28 0.0694
H -2.02 0.02 -1.71 0.0703
H -0.12 -0.42 1.08 0.0452
H -3.83 0.34 0.84 0.0961
H -2.60 1.38 0.07 0.0691
H -2.44 0.81 1.78 0.0700
H 1.18 0.50 1.85 0.0918
H 0.20 1.27 0.58 0.0877
H 1.11 -0.21 -1.13 0.1261
H 3.36 0.80 0.68 0.0847
H 2.55 1.75 -0.60 0.0816
H 3.55 0.35 -1.03 0.0767
H 2.65 -1.81 -0.40 0.0893

***

x | 21
Properties=species:S:1:pos:R:3:lowdin_charge:R:1 method="wB97M-V/def2-TZVPD" e_homo_ev=-9.1 gap_ha=0.376 lumo_ev=1.110 smiles="C=CCCCOC.[H][H]"
C 2.22 0.72 2.46 -0.0732
C 1.07 0.24 1.98 -0.2868
C 0.12 1.01 1.12 -0.2420
C -0.99 0.31 0.32 -0.1634
C -0.71 -0.31 -1.05 -0.2543
O -1.94 -0.81 -1.55 -0.1998
C -1.82 -1.45 -2.80 -0.1245
H 2.59 1.70 2.17 0.0688
H 2.79 0.17 3.19 0.0522
H 0.66 -0.70 2.32 0.1127
H -0.27 1.36 2.11 0.1304
H 0.54 1.89 0.62 0.1133
H -1.80 1.04 0.17 0.1159
H -1.41 -0.48 0.95 0.1148
H -0.30 0.43 -1.76 0.1234
H 0.03 -1.13 -0.97 0.1219
H -1.45 -0.76 -3.58 0.0877
H -2.81 -1.80 -3.09 0.0882
H -1.13 -2.31 -2.75 0.0877
H 2.55 0.39 0.35 0.0620
H 2.06 0.51 -0.21 0.0651

***

y | 21
Properties=species:S:1:pos:R:3:lowdin_charge:R:1 method="wB97M-V/def2-TZVPD" e_homo_ev=-7.8 gap_ha=0.230 lumo_ev=-1.559
C -2.00 0.55 0.79 -0.3504
O -3.21 0.47 0.85 -0.0464
C -1.12 -0.30 0.04 -0.0779
C 0.23 0.10 -0.27 -0.3949
C 0.31 0.50 -1.75 -0.0406
C 1.40 -0.73 0.23 -0.2062
C 2.59 0.01 0.83 -0.1052
H -1.68 -0.93 -0.63 0.0975
H -1.54 1.46 1.26 0.1041
H -3.99 -2.34 0.03 0.0341
H 0.50 1.89 0.73 0.2167
H -4.00 -1.62 0.27 0.0164
H 0.16 1.21 0.40 0.0463
H -0.45 -0.04 -2.32 0.0905
H 1.30 0.34 -2.18 0.0782
H 0.07 1.55 -1.83 0.0836
H 1.72 -1.43 -0.55 0.1320
H 0.96 -1.35 1.02 0.1163
H 2.31 0.83 1.49 0.0593
H 3.26 0.51 0.13 0.0742
H 3.17 -0.67 1.45 0.0723

***

Verdict on stability: y comes out at the bottom.

***

w | 21
Properties=species:S:1:pos:R:3:lowdin_charge:R:1 method="wB97M-V/def2-TZVPD" e_homo_ev=-10.3 gap_ha=0.416 lumo_ev=1.010 smiles=CCCCCCO
C 2.57 -1.76 1.49 -0.1189
C 1.64 -1.39 0.33 -0.2802
C 0.52 -0.43 0.72 -0.2404
C -0.30 0.02 -0.48 -0.2326
C -1.28 1.15 -0.18 -0.2067
C -1.95 1.67 -1.44 -0.2982
O -2.81 2.74 -1.07 -0.0713
H 3.55 -2.07 1.13 0.0661
H 2.17 -2.58 2.09 0.0690
H 2.73 -0.91 2.16 0.0689
H 2.23 -0.93 -0.47 0.1045
H 1.21 -2.30 -0.10 0.1084
H -0.13 -0.88 1.48 0.1196
H 0.97 0.46 1.20 0.1136
H -0.84 -0.84 -0.90 0.1189
H 0.39 0.36 -1.27 0.1143
H -2.06 0.82 0.53 0.1217
H -0.76 1.99 0.30 0.1199
H -1.18 2.01 -2.15 0.1189
H -2.51 0.86 -1.93 0.1201
H -3.21 3.08 -1.88 0.0844

***

x | 21
Properties=species:S:1:pos:R:3:lowdin_charge:R:1 method="wB97M-V/def2-TZVPD" e_homo_ev="-7.3 / -7.1" gap_ha="0.305 / 0.295" lumo_ev="1.022 / 0.929"
C -3.32 0.13 -0.51 -0.1233
C -2.23 -0.35 0.44 -0.2840
C -0.83 -0.16 -0.16 -0.2398
C 0.29 -0.63 0.79 -0.1821
C 1.65 -0.49 0.20 -0.2073
O 2.47 0.34 0.75 -0.1380
C 3.67 0.68 0.32 -0.1079
H -4.32 -0.01 -0.08 0.0676
H -3.28 -0.42 -1.46 0.0724
H -3.19 1.20 -0.74 0.0730
H -2.29 0.20 1.39 0.1101
H -2.38 -1.41 0.68 0.1090
H -0.75 -0.72 -1.10 0.1173
H -0.66 0.89 -0.40 0.1164
H 0.10 -1.68 1.07 0.1163
H 0.25 -0.05 1.72 0.1239
H 2.03 -1.14 -0.58 0.1236
H 1.88 0.98 -1.55 0.0693
H 4.17 0.00 -0.36 0.0670
H 4.20 1.33 1.00 0.0604
H 2.55 1.31 -1.39 0.0560

***

y | 21
Properties=species:S:1:pos:R:3:lowdin_charge:R:1 method="wB97M-V/def2-TZVPD" e_homo_ev=-9.4 gap_ha=0.368 lumo_ev=0.667 smiles="C=C(CC)CC.O"
C 0.47 0.57 1.98 0.0524
C 0.45 -0.24 0.94 -0.3394
C 1.22 0.04 -0.33 -0.2325
C 1.79 1.46 -0.46 -0.1191
C -0.27 -1.56 0.93 -0.2410
C -0.86 -2.03 2.23 -0.1252
H 0.93 1.55 2.05 0.0598
H -0.06 0.27 2.88 0.0520
H 0.54 -0.11 -1.17 0.1097
H 2.03 -0.68 -0.47 0.1156
H 2.15 1.64 -1.47 0.0660
H 2.69 1.56 0.16 0.0757
H 1.02 2.18 -0.24 0.0698
H 0.42 -2.32 0.53 0.1167
H -1.05 -1.53 0.16 0.1175
H -1.70 -1.46 2.58 0.0716
H -0.09 -2.01 3.03 0.0827
H -1.09 -3.09 2.19 0.0678
O -3.16 2.16 -5.24 -0.0672
H -3.21 1.20 -5.20 0.0280
H -2.23 2.39 -5.08 0.0392

***

Verdict on stability: x comes out at the bottom.